No. 1
C11H11Cl33 | ωB97M-V/def2-TZVPD

Each line ends with the Mulliken charge.
Geometry (Å):
Cl  13.24236  17.41095  16.39756  -0.116
C  14.85940  16.92426  15.95816  0.010
Cl  15.95303  18.30389  16.03262  -0.136
Cl  14.83566  16.34072  14.28482  -0.057
H  15.21700  16.13131  16.59484  0.244
Cl  13.08706  8.62605  15.00011  -0.040
C  12.33830  7.60614  13.77995  0.231
Cl  10.90760  6.74942  14.45851  -0.132
Cl  13.58432  6.48615  13.29256  -0.127
H  12.04776  8.18512  12.89709  0.039
Cl  6.08440  14.34715  10.80504  -0.138
C  7.40112  15.45239  10.31424  0.043
Cl  6.78369  16.48516  9.07057  -0.125
Cl  8.81219  14.59903  9.69103  -0.009
H  7.66572  16.03645  11.16644  0.226
Cl  11.10046  12.53291  15.66748  -0.031
C  12.34663  12.84365  16.89916  -0.170
Cl  13.86767  13.48051  16.19308  -0.059
Cl  12.66070  11.39618  17.87954  -0.102
H  11.94749  13.61979  17.55437  0.356
Cl  9.34778  11.11570  10.63996  -0.042
C  8.86680  11.09904  12.29912  -0.198
Cl  8.98422  12.72141  12.96663  -0.123
Cl  9.86443  10.01007  13.27684  -0.057
H  7.83196  10.77989  12.41303  0.408
Cl  10.90432  19.51085  11.68250  -0.123
C  11.77169  17.97034  11.61788  0.016
Cl  11.81600  17.19827  10.00199  -0.067
Cl  11.09775  16.76171  12.74842  -0.116
H  12.78705  18.12951  11.91896  0.254
Cl  16.05163  9.80587  13.30285  -0.059
C  16.03086  11.13737  14.44130  0.554
Cl  17.40051  12.25865  14.26358  -0.135
Cl  16.06820  10.46721  16.08848  -0.120
H  15.12360  11.72186  14.30273  -0.292
Cl  18.13578  14.05967  8.75738  -0.111
C  17.91873  13.30713  10.30930  -0.161
Cl  16.57383  12.18473  10.26978  0.009
Cl  17.55721  14.54288  11.42014  -0.090
H  18.80563  12.78566  10.61852  0.339
Cl  14.83393  15.55327  7.92536  -0.065
C  14.49907  14.55432  6.53850  -0.158
Cl  12.77040  14.63878  6.10242  -0.126
Cl  14.93721  12.86272  6.80498  -0.057
H  15.09828  14.88958  5.71517  0.392
Cl  12.08272  9.81744  8.38249  -0.103
C  13.71582  9.79335  9.01995  0.635
Cl  14.82288  9.24494  7.71809  -0.138
Cl  13.82293  8.60823  10.35590  -0.103
H  14.01195  10.75451  9.40480  -0.374
Cl  12.30816  13.37682  9.94699  -0.024
C  12.56044  13.46604  11.67713  -0.182
Cl  14.02171  14.46881  11.92447  0.211
Cl  12.97413  11.80576  12.21507  0.228
H  11.69710  13.86551  12.19798  0.070

Results
HOMO = -10.9 eV
M = 1313.158 u
SMILES = ClC(Cl)Cl.ClC(Cl)Cl.ClC(Cl)Cl.ClC(Cl)Cl.ClC(Cl)Cl.ClC(Cl)Cl.ClC(Cl)Cl.ClC(Cl)Cl.ClC(Cl)Cl.ClC(Cl)Cl.ClC(Cl)Cl
largest force on an atom = 2.1 eV Å⁻¹
energy = -15612.03566 Eh
Kohn-Sham gap = 0.406 Ha
total charge = 0
relative energy (zero: lowest compared OMol25 entry of this formula, charge and spin) = 0.0 kcal/mol

=====

No. 2
C11H11Cl3N2 | ωB97M-V/def2-TZVPD

Each line ends with the Mulliken charge.
Geometry (Å):
Cl  0.94510  -4.01816  -1.60101  -0.159
C  0.30689  -2.53352  -2.33967  0.295
Cl  -1.44421  -2.47992  -2.22818  -0.121
Cl  0.84099  -2.39076  -4.01194  -0.148
H  0.69402  -1.69311  -1.77607  0.176
C  -0.86765  3.09684  -1.45907  -0.283
C  -0.41275  2.51943  -0.28840  -0.655
C  0.05137  1.21181  -0.32868  -0.121
N  0.08075  0.46707  -1.42388  -0.175
C  -0.38004  1.03126  -2.53899  -0.053
C  -0.84276  2.33035  -2.61508  -0.620
H  -1.17871  4.13359  -1.47882  0.385
H  -0.38854  3.05944  0.64856  0.403
H  0.46786  0.79237  0.58106  0.444
H  -0.36084  0.39662  -3.41929  0.271
H  -1.19927  2.70376  -3.56523  0.373
C  -0.09288  -1.67905  1.86043  -0.209
C  1.26212  -1.56516  2.10737  -0.315
C  1.71551  -0.50499  2.88326  -0.201
N  0.92175  0.40285  3.43348  -0.596
C  -0.37992  0.28315  3.20795  -0.255
C  -0.92500  -0.71878  2.42128  -0.301
H  -0.54718  -2.44441  1.24522  0.415
H  1.97860  -2.26415  1.69426  0.357
H  2.78014  -0.39008  3.05665  0.349
H  -1.02900  1.02443  3.66161  0.381
H  -1.99637  -0.77088  2.27317  0.364

Results
HOMO = -9.7 eV
M = 277.582 u
SMILES = ClC(Cl)Cl.c1ccncc1.c1ccncc1
largest force on an atom = 0.6 eV Å⁻¹
energy = -1915.83796 Eh
Kohn-Sham gap = 0.381 Ha
total charge = 0
relative energy (zero: lowest compared OMol25 entry of this formula, charge and spin) = 0.0 kcal/mol

=====

No. 3
C11H11ClN2 | ωB97M-V/def2-TZVPD

Each line ends with the Mulliken charge.
Geometry (Å):
C  1.11426  1.00557  2.67399  -1.209
C  0.17561  0.66451  1.55164  0.200
C  -0.20886  1.61760  0.72793  -0.225
C  -1.12530  1.54109  -0.39887  0.630
C  -1.97685  2.70755  -0.74833  -1.254
N  -1.14183  0.54791  -1.26539  -0.624
C  -0.19208  -0.61092  -1.13444  0.033
C  0.41895  -1.25452  -2.19319  -0.334
C  1.15450  -2.40593  -2.11616  -0.139
Cl  1.72496  -3.28668  -3.60315  -0.208
C  1.06710  -3.02689  -0.88846  -0.137
C  0.65324  -2.37776  0.23627  -0.857
C  0.06823  -1.12722  0.12985  0.804
N  -0.40862  -0.52539  1.31538  -0.399
H  1.73080  0.14749  2.73567  0.387
H  1.69020  1.93162  2.48972  0.326
H  0.54903  1.15241  3.58817  0.268
H  0.13153  2.63656  0.73100  0.337
H  -2.36251  3.05785  0.18875  0.357
H  -2.85672  2.28955  -1.31020  0.352
H  -1.37578  3.43500  -1.26282  0.298
H  0.37529  -0.69729  -3.14185  0.361
H  1.28849  -4.13796  -0.75909  0.286
H  0.89208  -2.91175  1.14141  0.403
H  -1.38571  -0.37244  1.31219  0.345

Results
HOMO = -8.9 eV
M = 206.676 u
SMILES = CC1=CC(C)=Nc2cc(Cl)ccc2N1
largest force on an atom = 4.2 eV Å⁻¹
energy = -995.38875 Eh
Kohn-Sham gap = 0.345 Ha
total charge = 0
relative energy (zero: lowest compared OMol25 entry of this formula, charge and spin) = 15.2 kcal/mol